1.
CH6N2OS | ωB97M-V/def2-TZVPD

## Properties
Max |F| (eV/A): 3.64
E (Ha): -624.51391
Energy above the lowest of the compared OMol25 structures with the same formula, charge and spin (eV): 3.6222
E_HOMO (hartree): -0.342
Frontier orbital gap (eV): 9.82

Positions of all 11 atoms, in Å:
C1 0.4424 -0.0093 -1.3571
N1 1.1628 0.0868 0.9238
N2 0.1060 -0.3859 0.0132
O1 -1.8352 1.1542 0.6559
S1 -1.6554 -0.2384 0.2507
H1 -0.5222 -0.1259 -2.0436
H2 0.7835 1.0333 -1.3339
H3 1.1552 -0.6480 -1.8569
H4 1.4797 -0.7577 1.3616
H5 0.7353 0.6368 1.7561
H6 -1.8520 -0.7461 1.6301

Forces on the atoms, in the same order (eV/Å):
-2.411 0.449 -1.223
-2.469 0.851 1.254
-0.677 -1.049 0.266
-0.978 1.260 -0.550
2.514 0.350 2.603
1.821 0.504 1.469
-0.104 -0.224 -0.454
0.518 -0.269 0.353
0.359 -0.508 0.235
0.582 -0.801 -2.043
0.844 -0.563 -1.910



2.
C6H6N2O4 | ωB97M-V/def2-TZVPD

## Properties
Max |F| (eV/A): 5.09
E (Ha): -642.32637
Energy above the lowest of the compared OMol25 structures with the same formula, charge and spin (eV): 9.5797
SMILES: C=C/C=C\[N+](=O)[O-].C#C[N+](=O)[O-]
E_HOMO (hartree): -0.368
Frontier orbital gap (eV): 9.14

Positions of all 18 atoms, in Å:
C1 2.0994 -1.5692 -1.1693
C2 1.8180 -0.2815 -1.1376
C3 1.4788 0.4997 0.1080
C4 0.4789 1.4000 0.2205
N1 -0.4334 1.5056 -0.8079
O1 -1.3183 2.3706 -0.6863
O2 -0.4691 0.7876 -1.7977
H1 2.1198 -2.2047 -0.2486
H2 2.3383 -2.1679 -2.0654
H3 1.8085 0.2408 -2.0328
H4 2.1486 0.3913 0.9138
H5 0.1053 2.0145 1.0550
C5 -1.3941 0.2695 2.3252
C6 -2.0226 -0.3254 1.5164
N2 -2.5079 -1.0737 0.5108
O3 -1.7145 -1.3980 -0.3857
O4 -3.6192 -1.3974 0.6558
H6 -0.9164 0.9383 3.0260

Forces on the atoms, in the same order (eV/Å):
0.492 -1.821 1.084
-0.210 -0.153 1.780
-0.728 0.433 -1.398
1.575 -1.084 1.245
-3.880 1.095 -3.100
0.791 -0.045 0.875
1.129 -0.240 0.511
-0.150 0.768 -0.695
-0.220 0.862 0.308
-0.136 1.028 -1.497
0.570 -0.190 1.041
1.011 -0.465 -0.419
0.360 1.203 1.161
1.552 1.127 1.029
3.207 -0.829 -2.012
-1.004 0.349 0.753
-4.089 -1.459 -0.436
-0.270 -0.579 -0.228



Q: Number 2 is which compound?
A: C6H6N2O4



Repeat the second record exactly.
C6H6N2O4 | ωB97M-V/def2-TZVPD

## Properties
Max |F| (eV/A): 5.09
E (Ha): -642.32637
Energy above the lowest of the compared OMol25 structures with the same formula, charge and spin (eV): 9.5797
SMILES: C=C/C=C\[N+](=O)[O-].C#C[N+](=O)[O-]
E_HOMO (hartree): -0.368
Frontier orbital gap (eV): 9.14

Positions of all 18 atoms, in Å:
C1 2.0994 -1.5692 -1.1693
C2 1.8180 -0.2815 -1.1376
C3 1.4788 0.4997 0.1080
C4 0.4789 1.4000 0.2205
N1 -0.4334 1.5056 -0.8079
O1 -1.3183 2.3706 -0.6863
O2 -0.4691 0.7876 -1.7977
H1 2.1198 -2.2047 -0.2486
H2 2.3383 -2.1679 -2.0654
H3 1.8085 0.2408 -2.0328
H4 2.1486 0.3913 0.9138
H5 0.1053 2.0145 1.0550
C5 -1.3941 0.2695 2.3252
C6 -2.0226 -0.3254 1.5164
N2 -2.5079 -1.0737 0.5108
O3 -1.7145 -1.3980 -0.3857
O4 -3.6192 -1.3974 0.6558
H6 -0.9164 0.9383 3.0260

Forces on the atoms, in the same order (eV/Å):
0.492 -1.821 1.084
-0.210 -0.153 1.780
-0.728 0.433 -1.398
1.575 -1.084 1.245
-3.880 1.095 -3.100
0.791 -0.045 0.875
1.129 -0.240 0.511
-0.150 0.768 -0.695
-0.220 0.862 0.308
-0.136 1.028 -1.497
0.570 -0.190 1.041
1.011 -0.465 -0.419
0.360 1.203 1.161
1.552 1.127 1.029
3.207 -0.829 -2.012
-1.004 0.349 0.753
-4.089 -1.459 -0.436
-0.270 -0.579 -0.228



Q: Among the records above, which one has the highest E?
A: CH6N2OS



Q: Which value of E_HOMO does entry 2 give?
A: -0.368 hartree